{
  "formula": "C32H58F6N4O19P",
  "method": "the ωB97M-V functional and the def2-TZVPD basis",
  "elements": ["P", "F", "F", "F", "F", "F", "F", "C", "C", "C", "O", "C", "O", "O", "H", "H", "H", "H", "H", "H", "C", "C", "C", "O", "C", "O", "O", "H", "H", "H", "H", "H", "H", "C", "C", "C", "O", "C", "O", "O", "H", "H", "H", "H", "H", "H", "C", "C", "C", "O", "C", "O", "O", "H", "H", "H", "H", "H", "H", "C", "C", "C", "O", "C", "O", "O", "H", "H", "H", "H", "H", "H", "C", "O", "N", "C", "C", "H", "H", "H", "H", "H", "H", "H", "C", "O", "N", "C", "C", "H", "H", "H", "H", "H", "H", "H", "C", "O", "N", "C", "C", "H", "H", "H", "H", "H", "H", "H", "C", "O", "N", "C", "C", "H", "H", "H", "H", "H", "H", "H"],
  "coordinates": [[-0.79781, -0.09001, 0.46855], [-0.78806, 1.30852, -0.34202], [-1.74972, -0.76762, -0.65899], [0.55246, -0.49214, -0.36255], [-0.85083, -1.54791, 1.15544], [0.19858, 0.45457, 1.65198], [-2.03241, 0.37685, 1.40371], [-4.38082, 1.61635, -0.72201], [-5.13263, 0.95548, -1.85865], [-4.30659, 0.04354, -2.78212], [-5.13386, -1.12087, -2.95360], [-6.17299, -1.05833, -2.07660], [-7.04205, -1.87013, -2.07186], [-6.13113, 0.06089, -1.35543], [-3.96743, 0.92672, 0.01128], [-4.95509, 2.44239, -0.30853], [-3.49254, 2.07049, -1.17891], [-5.61498, 1.72299, -2.46927], [-3.37458, -0.18450, -2.26297], [-4.20371, 0.45266, -3.78361], [2.95533, 2.96608, 3.67508], [2.81442, 2.32307, 2.29373], [3.36117, 3.26649, 1.20808], [4.45595, 2.54779, 0.64955], [4.59563, 1.34782, 1.23953], [5.39703, 0.53408, 0.90361], [3.67737, 1.18556, 2.20690], [3.88755, 3.52889, 3.71926], [2.97073, 2.24929, 4.49475], [2.09447, 3.62354, 3.79042], [1.78335, 2.10139, 2.02948], [3.67256, 4.22824, 1.61571], [2.65454, 3.49872, 0.39174], [-0.45285, -2.97959, -3.34706], [-1.05533, -1.67288, -3.80949], [-0.17428, -0.45602, -3.52646], [-0.38970, 0.38763, -4.68511], [-0.93105, -0.36538, -5.64868], [-1.24318, -0.00681, -6.74194], [-1.03945, -1.65105, -5.24147], [-0.99483, -3.79935, -3.81733], [-0.52558, -3.10503, -2.26388], [0.61589, -3.02277, -3.55355], [-2.05613, -1.50792, -3.40688], [0.89774, -0.65165, -3.45958], [-0.41463, 0.12102, -2.63717], [2.33933, 2.31202, -1.32580], [3.08130, 2.80880, -2.54415], [4.61828, 2.92771, -2.38960], [5.13064, 2.49659, -3.62829], [4.16460, 1.88456, -4.33323], [4.25574, 1.37670, -5.40430], [2.99110, 1.94585, -3.67633], [2.25837, 3.02364, -0.47412], [2.76045, 1.38203, -0.93112], [1.34032, 1.99211, -1.63713], [2.64105, 3.78016, -2.79172], [4.98173, 2.31122, -1.56949], [4.84837, 3.97101, -2.16971], [-3.12739, 1.49207, 4.04764], [-3.15808, 0.19202, 4.82709], [-2.06452, -0.81273, 4.44520], [-1.36759, -1.13153, 5.64301], [-1.83155, -0.34897, 6.63206], [-1.47014, -0.41059, 7.76881], [-2.75627, 0.51543, 6.18594], [-2.14093, 1.95251, 4.07882], [-3.85964, 2.11311, 4.57312], [-3.44284, 1.46109, 3.00735], [-4.14034, -0.27738, 4.82171], [-1.36695, -0.42685, 3.70286], [-2.54343, -1.70561, 4.04132], [0.23288, 4.05405, 1.48109], [1.37240, 4.43742, 1.68211], [-0.87954, 4.83191, 1.51179], [-2.17028, 4.23567, 1.22221], [-0.77853, 6.26299, 1.65141], [-0.05387, 3.00400, 1.32383], [-2.82563, 4.37799, 2.08642], [-2.09177, 3.17327, 1.00101], [-2.65197, 4.73489, 0.37727], [-1.57362, 6.73561, 1.07047], [-0.96464, 6.62939, 2.66709], [0.21107, 6.59616, 1.34980], [4.92481, -3.11855, -0.87866], [5.99271, -3.67471, -0.72852], [4.63361, -2.21055, -1.84405], [3.29855, -1.66759, -1.93049], [5.69133, -1.73363, -2.71400], [4.05053, -3.26789, -0.22272], [2.66671, -1.74954, -1.05051], [2.77206, -2.04108, -2.81487], [3.42713, -0.59603, -2.13209], [6.57512, -2.36101, -2.70836], [5.36260, -1.72541, -3.75658], [5.91348, -0.71157, -2.39723], [0.70675, -3.37138, 3.04479], [0.12611, -4.34748, 3.48588], [2.01542, -3.15272, 2.84409], [2.97649, -4.22954, 2.91222], [2.47112, -1.84926, 2.40206], [0.14840, -2.45095, 2.82405], [3.79771, -3.96907, 3.58513], [3.41529, -4.48345, 1.94330], [2.56651, -5.16422, 3.28827], [1.62681, -1.17302, 2.26572], [3.09040, -1.43995, 3.20426], [3.06591, -1.83760, 1.48833], [-4.08685, -4.59591, -2.68041], [-4.67423, -5.54609, -3.16766], [-3.93603, -4.38994, -1.36095], [-3.53199, -3.11276, -0.83237], [-4.42185, -5.31148, -0.36847], [-3.72329, -3.76933, -3.30804], [-2.66726, -3.20399, -0.17082], [-4.29514, -2.56524, -0.26728], [-3.21104, -2.37272, -1.56357], [-3.81813, -5.46485, 0.52324], [-5.40689, -4.94811, -0.04135], [-4.69148, -6.28288, -0.77988]],
  "mulliken_charge": [1.97, -0.27, -0.79, -0.30, -0.13, -0.70, -0.47, -1.28, 0.41, 0.56, -0.31, 0.63, -0.58, -0.40, 0.14, 0.56, 0.29, 0.27, -0.61, 0.41, -1.61, 2.51, -0.53, -0.35, 0.59, -0.60, -0.31, 0.40, 0.40, 0.31, -1.21, 0.55, 0.25, -1.56, 2.24, 0.64, -0.41, 0.52, -0.60, -0.50, 0.40, 0.23, 0.42, -0.84, 0.00, -0.67, -0.27, 0.28, -0.23, -0.39, 0.54, -0.55, -0.32, 0.01, -0.32, 0.06, 0.32, 0.20, 0.34, -1.24, 0.68, 0.41, -0.35, 0.52, -0.58, -0.40, 0.32, 0.47, 0.11, 0.33, -0.61, 0.31, 1.00, -0.74, 0.22, -0.69, -1.07, -0.51, 0.42, -0.09, 0.38, 0.36, 0.30, 0.33, 0.41, -0.65, 0.20, -0.01, -0.98, 0.13, -0.16, 0.43, -0.37, 0.32, 0.33, 0.29, 0.61, -0.71, 0.17, -1.06, 0.05, -0.03, 0.33, 0.29, 0.37, -0.49, 0.43, -0.11, 0.12, -0.65, 0.34, -0.90, -1.08, 0.41, 0.77, 0.33, -0.42, 0.30, 0.39, 0.36],
  "homo_lumo_gap_ev": 8.81,
  "charge": -1
}